P | Here is 2 unconnected molecules or ions with the total composition C3H9O2S2 from the OMol25 dataset. Energies are from the ωB97M-V functional and the def2-TZVPD basis.

Computed properties:
LUMO level, eV: 3.27
2S+1: 1
HOMO level, eV: -2.189
Total charge: -1

Structure (XYZ):
```
16
Properties=species:S:1:pos:R:3:mulliken_charge:R:1
H 0.22157 -1.02467 1.07137 0.335
C 1.27080 1.86450 -0.61989 -0.296
H 1.82626 -0.42973 1.43898 0.302
H 0.43584 1.76609 1.22155 0.241
H 2.39774 1.72279 -0.32652 0.162
O -4.28971 -4.06258 0.86815 -0.659
O 0.89472 3.08597 -0.21215 -0.504
C 1.03572 -0.52018 0.69312 -0.699
H -4.13806 -3.38497 1.59335 0.328
S 1.69743 -1.21290 -0.90532 -0.231
S 0.31806 -1.08091 -2.38066 -0.669
C 0.50486 0.90583 0.34519 -0.502
H 0.81337 3.76823 -1.05879 0.311
H 1.29844 1.60595 -1.67822 0.356
H -0.54634 0.91305 -0.20070 0.196
H -3.74070 -3.91646 0.15057 0.329
```



Q | Here is 2 unconnected molecules or ions with the total composition C3H9O2S2 from the OMol25 dataset. Energies are from the ωB97M-V functional and the def2-TZVPD basis.

Computed properties:
LUMO level, eV: 3.51
2S+1: 1
HOMO level, eV: -2.539
Total charge: -1

Structure (XYZ):
```
16
Properties=species:S:1:pos:R:3:mulliken_charge:R:1
O 3.10462 0.91495 -0.24746 -0.514
S -1.64192 -1.13036 1.07080 -0.685
O 0.95421 -3.16612 -0.19494 -0.661
H -0.23780 0.98932 -1.96873 0.369
C 0.66554 1.37972 0.01599 -0.501
H 2.85767 0.37950 0.51046 0.321
S -1.88629 0.36368 -0.31624 -0.178
H 0.00661 -2.97316 -0.17554 0.276
C -0.19448 0.57679 -0.96472 -0.632
H 1.98848 1.95102 -1.59826 0.249
H 1.30180 -2.65066 0.54994 0.309
C 2.03674 1.83110 -0.50779 -0.288
H 0.19756 -0.45168 -1.05688 0.162
H 0.10548 2.26088 0.32231 0.267
H 2.27745 2.79632 -0.06065 0.220
H 0.75000 0.75539 0.90555 0.285
```



Ordering by calculated energy gives the sequence Q, P, with the first entry being the most stable.



P | Here is a single C8H9NO3 molecule from the OMol25 dataset. Energies are from the ωB97M-V functional and the def2-TZVPD basis.

Computed properties:
LUMO level, eV: 0.37
2S+1: 1
HOMO level, eV: -8.825
Total charge: 0
SMILES string: CC(=O)N[C@]12C=CC=C[C@@]1(O)O2

Structure (XYZ):
```
21
Properties=species:S:1:pos:R:3:mulliken_charge:R:1
C 3.50842 -0.33248 -0.04620 -1.044
C -2.53294 -0.55423 0.47796 -0.411
H 1.47745 -1.00823 -1.28147 0.330
O -1.05648 -0.85460 -1.27949 -0.511
H 4.13629 0.26260 0.64232 0.300
O 1.82983 1.27139 0.84152 -0.630
H -3.26240 -1.22076 0.90010 0.281
H 3.93620 -0.28299 -1.12240 0.269
O -0.67896 -2.14626 0.63765 -0.467
C -2.83950 0.78825 0.34181 -0.576
H -1.37205 -2.81308 0.60215 0.390
H -1.96835 2.90250 0.15353 0.274
H 3.20817 -1.41298 0.28670 0.285
C 2.10394 0.29966 0.16348 0.760
C -0.26829 -0.00344 -0.45826 0.923
H 0.22220 2.05800 -0.39376 0.492
C -1.86098 1.78105 -0.06467 -0.430
C -1.28872 -1.11532 0.11616 0.515
C -0.58298 1.40763 -0.41073 -0.844
N 1.16031 -0.22220 -0.64827 -0.211
H -3.87115 1.19548 0.54188 0.306
```



Q | Here is a single C8H9NO3 molecule from the OMol25 dataset. Energies are from the ωB97M-V functional and the def2-TZVPD basis.

Computed properties:
LUMO level, eV: 0.48
2S+1: 1
HOMO level, eV: -9.023
Total charge: 0
SMILES string: CONC(=O)c1ccccc1O

Structure (XYZ):
```
21
Properties=species:S:1:pos:R:3:mulliken_charge:R:1
C -1.36900 -1.45604 0.10970 -0.716
C 0.88927 -0.57798 0.22872 0.444
H -3.00352 2.09633 -0.05549 0.326
C -2.51152 1.12519 -0.04241 -0.717
H 4.79635 0.27591 -0.57668 0.274
H -4.37588 0.04994 -0.19877 0.335
C -3.29325 -0.02047 -0.19363 -0.473
O 2.92176 0.77408 0.03284 -0.296
H -3.43543 -2.09968 -0.05688 0.370
H 1.25452 1.18303 -0.78172 0.222
C -0.59537 -0.31599 0.23725 0.785
N 1.66251 0.39169 -0.30824 -0.102
C -2.74761 -1.27508 -0.07776 -0.517
H -0.95306 -2.41965 0.08972 0.481
C 3.91980 -0.19421 -0.17089 -0.569
H -0.67906 2.72908 0.26199 0.275
O -0.38475 1.96353 0.71773 -0.480
C -1.12853 0.92668 0.23329 0.493
O 1.44880 -1.56161 0.77663 -0.641
H 3.50635 -0.82771 -0.95201 0.283
H 4.07763 -0.76706 0.72659 0.222
```



Ordering by calculated energy gives the sequence Q, P, with the first entry being the most stable.



P | Here is 2 unconnected molecules or ions with the total composition C8H6O from the OMol25 dataset. Energies are from the ωB97M-V functional and the def2-TZVPD basis.

Computed properties:
LUMO level (spin up / spin down), eV: -0.61 / -0.61
2S+1: 1
HOMO level (spin up / spin down), eV: -9.287 / -9.252
Total charge: 0

Structure (XYZ):
```
15
Properties=species:S:1:pos:R:3:mulliken_charge:R:1
H -4.13522 0.14679 -1.10440 0.269
H 0.41577 -1.91808 -1.14158 0.332
H 2.55241 1.58964 1.53108 0.417
C -3.07670 0.09849 -0.78731 -0.913
C 0.96898 1.18020 0.09101 -0.418
C 2.00680 0.86845 0.96564 -0.128
C -2.67104 0.39590 0.39104 0.808
C 1.96809 -1.39752 0.29756 -0.080
O -2.37527 0.62094 1.48586 -0.351
H -2.21866 -0.01014 -1.53936 0.223
C 2.41974 -0.44228 1.07411 -0.501
H 2.18735 -2.44101 0.13097 0.338
H 0.64211 2.19633 -0.12737 0.391
C 0.42537 0.17271 -0.60467 0.006
C 0.89027 -1.06041 -0.66257 -0.395
```



Q | Here is a single C8H6O molecule from the OMol25 dataset. Energies are from the ωB97M-V functional and the def2-TZVPD basis.

Computed properties:
LUMO level, eV: 1.02
2S+1: 1
HOMO level, eV: -8.471
Total charge: 0
SMILES string: c1ccc2occc2c1

Structure (XYZ):
```
15
Properties=species:S:1:pos:R:3:mulliken_charge:R:1
C 2.11368 0.15968 0.09541 -0.423
C -0.55289 -0.30887 0.34674 0.472
H -2.92151 -0.29485 0.77208 0.332
C 1.34994 -0.01844 -1.06814 -0.531
O -0.98705 -0.00332 -1.91798 -0.394
C -2.01699 -0.27643 0.14289 -0.764
C -2.14651 -0.11306 -1.21728 -0.149
H -2.97460 -0.19856 -1.81985 0.493
H 1.86547 0.08214 -2.03388 0.325
C -0.02686 -0.01958 -0.90156 0.302
C 1.49083 0.28683 1.31765 -0.469
C 0.16860 -0.11719 1.46972 -0.325
H -0.29683 -0.23632 2.42092 0.404
H 1.85422 0.61359 2.32236 0.278
H 3.08052 0.44438 0.07092 0.448
```



Ordering by calculated energy gives the sequence Q, P, with the first entry being the most stable.



P | Here is 5 unconnected molecules or ions with the total composition C9H28O9 from the OMol25 dataset. Energies are from the ωB97M-V functional and the def2-TZVPD basis.

Computed properties:
LUMO level, eV: 0.51
2S+1: 1
HOMO level, eV: -9.481
Total charge: 0
SMILES string: OCCO.OCCO.OCCO.OCCO.CO

Structure (XYZ):
```
46
Properties=species:S:1:pos:R:3:mulliken_charge:R:1
H -1.55787 1.56701 -0.96383 0.085
H -0.51075 1.78243 -3.53639 0.275
O -1.92374 -2.08175 1.30839 -0.521
C 0.00190 -3.36814 0.16898 -0.441
H -0.48234 2.15315 1.27216 0.052
H -0.01583 -3.94472 -0.75586 0.336
H -0.20745 -0.16984 2.81609 0.245
O 1.92748 -1.97235 3.34122 -0.468
H 3.19219 -1.01731 -1.27909 0.267
H 1.80635 0.65783 -3.14403 0.254
H 2.67830 -0.15920 4.12126 0.355
H 0.66601 1.15186 -5.58840 0.335
O -2.79085 3.35821 -0.90005 -0.582
H 1.18368 0.74214 -0.17129 -0.058
H -2.71729 -1.58552 1.09478 0.284
O 0.35070 1.25734 4.10826 -0.584
H -1.54441 3.55789 1.25282 0.439
H 0.70524 -2.53578 0.19332 0.258
H -3.50481 2.99412 -0.37156 0.319
H -0.86606 3.17317 -1.18632 0.325
O -2.46036 1.89090 1.52501 -0.541
H 2.78095 -2.28993 3.64508 0.280
C -1.41746 2.54462 0.87166 -0.335
H -2.23943 -3.52804 -0.08412 0.314
C 0.81738 0.56556 -4.68206 -0.441
H -1.71631 -2.02539 -0.72875 0.241
H 1.19740 0.74901 2.31260 -0.259
H -0.13573 -3.50267 1.92710 0.356
H 1.00337 -0.49249 -4.86656 0.371
H -1.25489 0.74893 -4.84238 0.301
O 2.34249 -0.57065 -1.28902 -0.514
C -1.53996 -2.71236 0.09894 -0.329
H -2.91132 2.48732 2.12709 0.300
C -0.54180 0.80607 -4.01997 -0.502
O 0.13796 -4.13026 1.25417 -0.491
C 1.74120 -0.66377 3.88597 -0.528
H -0.36948 0.87291 4.61339 0.345
C -1.60702 2.60237 -0.62661 -0.081
C 0.72384 0.27188 3.17061 0.291
O -0.86587 -0.28006 -3.16648 -0.403
C 2.21286 0.39303 -0.25499 -0.432
H 2.72720 1.29527 -0.58593 0.424
O 1.79321 1.20785 -3.93073 -0.495
H 2.57596 0.10537 0.73167 0.335
H -0.70196 -1.03596 -3.73512 0.286
H 1.31754 -0.87017 4.86883 0.330
```



Q | Here is a molecular structure, C9H28O9 from the OMol25 dataset. Energies are from the ωB97M-V functional and the def2-TZVPD basis.

Computed properties:
LUMO level, eV: -0.16
2S+1: 1
HOMO level, eV: -8.873
Total charge: 0

Structure (XYZ):
```
46
Properties=species:S:1:pos:R:3:mulliken_charge:R:1
O 0.57487 0.71479 0.04569 -0.342
H -1.09324 -0.34089 0.76931 0.870
O -0.73044 -1.66908 -1.93729 -0.293
O -3.42563 2.22163 0.86998 -0.603
O 1.82505 -1.54781 -2.67431 -0.706
H 0.42587 -0.55419 1.67368 -1.092
C 0.25470 2.05853 -0.36932 -1.161
H 0.38999 -0.73554 0.06048 -0.971
H -0.28539 -0.32594 3.34417 0.498
H -2.41503 -0.73845 2.49088 0.412
C 1.76506 -0.13855 -2.86788 -0.402
C -0.24711 -2.49444 -0.90174 -0.958
H 0.23268 -3.37349 -1.33206 0.441
H 0.73061 2.13689 -1.34679 0.168
H 2.19717 0.39195 -2.01939 0.190
H 2.37053 0.15834 -3.72425 0.503
C 0.83798 1.31572 2.60132 -0.675
C 0.72831 -1.76562 -0.05170 -0.595
H 1.46789 1.52394 0.80102 0.723
H 0.44353 1.52560 -3.30319 0.406
H 0.80077 -2.18609 0.95131 0.462
H -1.34906 -2.15582 -2.48684 0.340
H -2.84462 2.67094 1.48816 0.364
C 0.35272 0.46375 -3.07445 -0.775
H -1.06113 -2.84872 -0.26932 0.359
C 0.57241 -0.18132 2.68738 1.287
H -0.18788 0.06294 -3.93190 0.442
H -0.82448 1.26959 1.39204 -0.269
O 1.86626 1.69641 1.65726 -0.738
H 0.28091 0.13739 -0.66268 0.794
H -3.57493 0.18486 0.38666 0.424
H 1.47336 -1.66956 3.53365 0.363
H -0.80907 -0.58963 -1.79898 0.594
O 2.02297 -1.54775 -0.58246 -0.572
H 2.49905 -2.38134 -0.57421 0.420
O -1.80822 0.00145 2.56785 -0.491
C -1.58100 0.49404 1.27240 -0.228
H -2.57458 1.16668 -0.57717 0.263
H 0.99722 1.70659 3.60629 0.512
H 1.50519 -1.68856 -1.78018 0.808
O -0.45332 0.30009 -1.85773 -0.915
C -2.85230 0.99730 0.46315 -0.727
H -0.83496 2.06050 -0.39660 0.372
H -0.10450 1.73499 2.24912 0.467
H 0.70451 2.73003 0.36201 0.610
O 1.73747 -0.79232 3.24678 -0.579
```



Ordering by calculated energy gives the sequence P, Q, with the first entry being the most stable.



P | Here is 2 unconnected molecules or ions with the total composition C7H8BrNO from the OMol25 dataset. Energies are from the ωB97M-V functional and the def2-TZVPD basis.

Computed properties:
LUMO level (spin up / spin down), eV: -0.40 / -1.28
2S+1: 1
HOMO level (spin up / spin down), eV: -8.488 / -8.591
Total charge: 0

Structure (XYZ):
```
18
Properties=species:S:1:pos:R:3:mulliken_charge:R:1
C -2.38699 -1.56890 0.81877 -0.476
C -2.17756 -0.35304 1.39366 -0.274
H 2.26398 1.47653 -1.92289 0.339
H -3.21486 -2.10390 1.04337 0.461
C 2.75710 1.38280 -0.94690 -0.772
H 2.10269 2.09986 -0.26827 0.240
H -2.91624 0.10400 2.11178 0.274
N 2.47071 0.02197 -0.70353 -0.299
H 3.79706 1.53872 -1.04580 0.336
H 1.26741 -1.38803 -1.12653 0.565
C -1.04025 0.35892 1.09880 -0.764
C -0.28059 -1.51761 -0.35090 0.441
C -1.46167 -2.16373 0.02580 -0.507
C -0.08985 -0.30545 0.34040 0.289
Br 3.54084 -0.59384 0.66293 -0.022
O 0.54253 -1.99817 -1.30958 -0.557
H -0.95902 1.28432 1.59667 0.372
H -1.64334 -3.14698 -0.36406 0.354
```



Q | Here is a molecular structure, C7H8BrNO from the OMol25 dataset. Energies are from the ωB97M-V functional and the def2-TZVPD basis.

Computed properties:
LUMO level (spin up / spin down), eV: -0.12 / 0.54
2S+1: 1
HOMO level (spin up / spin down), eV: -6.164 / -6.634
Total charge: 0

Structure (XYZ):
```
18
Properties=species:S:1:pos:R:3:mulliken_charge:R:1
H 1.10362 -2.46754 0.93642 0.353
O 0.98663 1.82104 1.49365 -0.416
C -1.09216 -0.27313 -0.61258 -0.108
N -1.61005 -2.17204 0.40541 -0.056
H -3.72869 -1.93405 0.42162 0.403
H 3.56016 2.22075 -0.24470 0.322
C 0.80320 -1.79316 0.15617 -0.616
C -2.48581 -0.34378 -0.48995 -0.809
C -2.78084 -1.52652 0.13517 -0.395
H -0.53318 0.53517 -1.04114 0.499
Br 2.05519 -0.55809 -0.36705 -0.056
C 1.70739 1.72296 0.56997 0.506
H -1.52796 -3.07891 0.82858 0.174
C 2.54672 2.62185 -0.23099 -1.077
H -3.18642 0.39769 -0.82018 0.392
H 2.18343 2.60648 -1.25677 0.283
H 2.55091 3.64222 0.15275 0.360
C -0.55217 -1.42092 -0.03638 0.243
```



Ordering by calculated energy gives the sequence Q, P, with the first entry being the most stable.



P | Here is a single C8H7NO3 molecule from the OMol25 dataset. Energies are from the ωB97M-V functional and the def2-TZVPD basis.

Computed properties:
LUMO level, eV: 0.28
2S+1: 1
HOMO level, eV: -8.969
Total charge: 0
SMILES string: O=C1COc2ccccc2N1O

Structure (XYZ):
```
19
Properties=species:S:1:pos:R:3:mulliken_charge:R:1
O -3.01658 0.07573 -1.01207 -0.676
H -2.57642 1.61780 -0.60600 0.436
C 0.86855 -0.82099 -0.30663 0.407
H 3.24421 1.97730 1.48164 0.278
C 1.19299 1.50157 0.65082 -0.294
H 4.04523 -0.17661 1.22537 0.208
H 2.44151 -2.04557 0.11935 0.407
C 3.10905 0.19182 0.51580 -0.503
O -1.74368 1.78539 0.16017 -0.518
H 0.48271 2.33728 1.24912 0.167
C 0.30675 0.46878 0.33176 0.271
C -1.93359 -0.32296 -0.47721 0.596
H -1.32797 -2.33414 0.45160 0.335
N -1.16706 0.47667 0.32202 0.153
C -1.35552 -1.80671 -0.45353 -0.467
H -1.60209 -2.46220 -1.33335 0.225
C 2.12411 -1.04398 0.21307 -0.494
O 0.04182 -1.75509 -0.75786 -0.406
C 2.55595 1.31603 0.86529 -0.125
```



Q | Here is a molecular structure, C8H7NO3 from the OMol25 dataset. Energies are from the ωB97M-V functional and the def2-TZVPD basis.

Computed properties:
LUMO level, eV: -0.88
2S+1: 1
HOMO level, eV: -9.117
Total charge: 0

Structure (XYZ):
```
19
Properties=species:S:1:pos:R:3:mulliken_charge:R:1
C 1.11670 1.90745 -0.26658 0.760
H -1.23642 -1.83739 0.83909 0.296
O 2.20922 2.31783 -0.16302 -0.485
H -2.98568 -0.05044 0.24669 0.388
C 0.00731 1.32375 -0.46839 -0.219
O 1.45141 -0.41715 2.30104 -0.567
H -1.78067 1.08596 -1.55734 0.240
H -1.34782 -1.47380 -0.90028 0.370
O 1.62589 -1.45072 -1.98699 -0.572
C -1.07139 -1.07208 0.07675 -0.724
C 1.40127 -0.63245 1.13237 0.104
C 0.36528 -0.68565 0.04794 0.909
C -1.45304 1.28867 -0.53284 -0.612
N 2.38858 -0.98923 0.20572 -0.031
H -1.76993 0.45448 1.43477 0.304
C -1.92750 0.16315 0.39588 -0.658
H 3.39381 -1.06529 0.26522 0.162
H -1.87055 2.24682 -0.21457 0.301
C 1.48354 -1.11391 -0.85547 0.034
```



Ordering by calculated energy gives the sequence Q, P, with the first entry being the most stable.